[1]
Entry from OMol25: a 2-piece molecular cluster, C4H13NO2 overall at a distorted geometry (the ωB97M-V functional and the def2-TZVPD basis).

Geometry as XYZ:
```
20
C4H13NO2 the ωB97M-V functional and the def2-TZVPD basis
C -1.780 1.171 0.492
N -0.426 0.550 0.377
C 0.191 0.558 -0.926
C 1.652 1.001 -0.852
C 0.094 -0.867 -1.553
O 0.929 -0.986 -2.669
H -2.312 0.484 1.148
H -1.617 2.246 0.718
H -2.263 1.055 -0.475
H -0.424 -0.385 0.768
H -0.413 1.215 -1.684
H 2.144 1.376 -1.743
H 1.840 1.680 0.017
H 2.207 0.133 -0.508
H -0.957 -1.033 -1.875
H 0.409 -1.475 -0.677
H 1.845 -1.137 -2.427
O -0.695 -1.061 4.223
H 0.211 -0.821 3.974
H -0.458 -1.876 4.699
```

Energy above the lowest of the compared OMol25 structures with the same formula, charge and spin = 153.0 kJ/mol
Kohn-Sham gap = 0.3400 hartree
HOMO = -8.55 eV


[2]
Entry from OMol25: one molecule with the formula C3H7NO2 at a distorted geometry (the ωB97M-V functional and the def2-TZVPD basis).

Geometry as XYZ:
```
13
C3H7NO2 the ωB97M-V functional and the def2-TZVPD basis
N 0.903 -1.368 -0.807
C -0.031 -1.420 0.198
O -0.410 -2.472 0.680
C -0.523 -0.065 0.677
C -0.599 1.076 -0.334
O 0.565 1.904 -0.106
H 1.442 -0.520 -0.923
H 1.397 -2.234 -0.970
H 0.297 0.408 1.248
H -1.403 -0.215 1.310
H -0.511 0.744 -1.371
H -1.527 1.648 -0.228
H 0.400 2.515 0.626
```

Energy above the lowest of the compared OMol25 structures with the same formula, charge and spin = 91.8 kJ/mol
Kohn-Sham gap = 0.3852 hartree
HOMO = -9.76 eV


[3]
Entry from OMol25: C16H16ClIrN5O5Se as an isolated structure (the ωB97M-V functional and the def2-TZVPD basis).

Geometry as XYZ:
```
45
C16H16ClIrN5O5Se the ωB97M-V functional and the def2-TZVPD basis
Ir -0.544 1.120 0.317
O 3.323 0.488 -1.057
C 2.130 0.772 -0.980
N 1.472 1.115 0.130
C 2.243 1.047 1.356
C 1.310 0.930 2.521
C 1.712 1.055 3.843
C 0.772 0.980 4.849
C -0.567 0.786 4.524
C -0.911 0.677 3.200
N 0.021 0.717 2.230
C 1.253 0.772 -2.200
C 1.791 0.743 -3.473
C 0.920 0.755 -4.550
C -0.445 0.789 -4.312
C -0.911 0.820 -3.008
N -0.065 0.798 -1.976
H 2.905 1.907 1.487
H 2.892 0.164 1.327
H 2.756 1.234 4.058
H 1.071 1.101 5.882
H -1.338 0.755 5.280
H -1.936 0.595 2.858
H 2.866 0.717 -3.577
H 1.301 0.743 -5.563
H -1.159 0.803 -5.124
H -1.969 0.854 -2.773
Cl -0.397 3.253 1.302
O -3.849 1.029 -1.684
Se -3.230 1.913 -0.486
O -1.671 2.446 -0.978
O -2.543 0.889 0.714
O -4.177 3.026 0.152
C -0.002 -4.219 -1.416
N -0.334 -3.095 -0.552
C -0.806 -3.159 0.734
C -0.982 -1.876 1.138
N -0.625 -1.025 0.115
C -0.243 -1.802 -0.886
H -0.215 -5.139 -0.879
H 1.055 -4.195 -1.675
H -0.606 -4.189 -2.319
H -0.979 -4.094 1.235
H -1.378 -1.524 2.070
H 0.087 -1.479 -1.855
```

Spin multiplicity = 2
Energy above the lowest of the compared OMol25 structures with the same formula, charge and spin = 302.5 kJ/mol
Kohn-Sham gap (spin up / spin down) = 0.2982 / 0.2613 hartree
HOMO (spin up / spin down) = -8.50 / -8.60 eV


[4]
Entry from OMol25: a 37-piece molecular cluster, C23H109NO39 overall (the ωB97M-V functional and the def2-TZVPD basis).

Geometry as XYZ:
```
172
C23H109NO39 the ωB97M-V functional and the def2-TZVPD basis
C 3.744 -2.320 2.480
C 4.461 -2.980 1.279
C 4.607 -2.023 0.074
C 4.177 -2.591 -1.284
C 2.747 -3.127 -1.341
C 1.753 -2.210 -0.649
C 0.282 -2.621 -0.911
C -0.687 -1.480 -0.844
C -1.735 -1.268 -1.683
C -2.061 -2.111 -2.882
C -3.384 -2.891 -2.829
C -3.368 -4.213 -2.059
C -2.210 -5.149 -2.440
C -3.466 -3.970 -0.548
C -2.614 -0.080 -1.438
O -3.692 0.076 -2.006
C -2.169 0.983 -0.471
C -2.940 2.278 -0.518
C -2.212 3.258 -1.389
O -2.613 3.591 -2.487
C -1.137 0.749 0.354
C -0.573 1.718 1.343
C -0.942 1.470 2.827
C -2.350 0.948 3.134
N -2.466 -0.515 3.205
C -0.478 -0.576 0.305
O 0.268 -0.899 1.222
H 4.176 -2.673 3.415
H 2.692 -2.619 2.513
H 3.798 -1.231 2.426
H 3.914 -3.883 1.005
H 5.455 -3.288 1.604
H 5.658 -1.737 0.011
H 4.057 -1.100 0.283
H 4.893 -3.342 -1.610
H 4.267 -1.764 -2.003
H 2.469 -3.263 -2.388
H 2.716 -4.120 -0.877
H 1.937 -2.198 0.423
H 1.892 -1.190 -1.034
H 0.249 -3.125 -1.871
H -0.009 -3.344 -0.139
H -2.130 -1.429 -3.737
H -1.246 -2.793 -3.107
H -4.184 -2.273 -2.420
H -3.681 -3.103 -3.859
H -4.292 -4.732 -2.328
H -1.399 -5.068 -1.713
H -2.533 -6.189 -2.467
H -1.841 -4.901 -3.440
H -3.514 -4.910 0.007
H -4.410 -3.454 -0.363
H -2.655 -3.343 -0.174
H -3.046 2.709 0.483
H -3.939 2.115 -0.917
H -1.265 3.668 -0.999
H -0.803 2.740 1.049
H 0.514 1.630 1.257
H -0.787 2.427 3.321
H -0.196 0.779 3.228
H -2.649 1.387 4.082
H -3.049 1.296 2.368
H -1.566 -0.937 3.399
H -2.799 -0.909 2.335
O -6.077 -0.835 -3.702
H -5.429 -0.216 -3.341
H -5.900 -0.814 -4.646
O -5.208 2.030 -4.265
H -4.996 2.385 -3.393
H -4.382 2.114 -4.755
O -3.526 1.838 -6.653
H -3.007 2.241 -7.357
H -4.434 1.941 -6.960
O -5.586 -1.503 0.645
H -5.136 -1.120 -0.117
H -6.507 -1.548 0.369
O -1.272 -0.316 -6.013
H -2.055 0.204 -5.778
H -0.649 0.345 -6.337
O -2.380 -0.109 -8.961
H -3.208 -0.551 -9.168
H -2.276 -0.252 -8.011
O 1.075 3.456 -2.410
H 1.612 3.782 -3.141
H 0.173 3.496 -2.748
O 1.328 -1.909 -4.180
H 1.814 -1.200 -4.609
H 0.500 -1.959 -4.670
O -2.295 1.478 6.329
H -1.904 0.632 6.089
H -2.755 1.285 7.157
O 6.520 -3.902 -3.219
H 6.273 -3.371 -3.983
H 7.459 -4.079 -3.346
O -4.814 4.174 -7.837
H -4.564 4.971 -8.314
H -5.180 4.495 -7.004
O 7.856 -4.118 -0.560
H 7.249 -3.695 -1.180
H 7.272 -4.563 0.064
O 1.459 3.030 4.182
H 1.824 2.167 3.937
H 1.050 2.874 5.045
O 1.232 4.936 6.331
H 1.033 5.883 6.315
H 1.685 4.784 5.495
O 1.909 7.718 6.786
H 1.684 7.702 7.726
H 2.311 8.584 6.641
O 4.378 -6.392 0.739
H 4.789 -7.258 0.665
H 3.839 -6.445 1.535
O 2.603 0.409 1.490
H 1.852 -0.171 1.290
H 2.723 0.943 0.698
O 0.360 -2.830 -6.987
H -0.003 -1.941 -7.076
H 1.007 -2.897 -7.695
O 1.589 6.348 -2.341
H 1.415 5.519 -1.879
H 1.815 6.973 -1.643
O 6.814 -1.256 3.121
H 6.151 -0.577 3.276
H 7.509 -0.816 2.622
O -3.438 0.077 8.635
H -4.289 -0.362 8.507
H -3.227 -0.048 9.564
O 4.339 3.921 3.380
H 3.475 3.492 3.383
H 4.641 3.830 4.289
O -3.768 -4.682 -5.770
H -3.291 -4.240 -6.484
H -4.668 -4.750 -6.107
O 4.279 9.009 6.098
H 4.707 8.210 6.421
H 4.967 9.494 5.632
O -2.416 -3.966 -8.701
H -2.334 -3.988 -9.658
H -2.103 -4.831 -8.414
O 6.455 0.600 -0.467
H 6.741 1.307 -1.053
H 6.079 1.048 0.297
O 2.247 7.034 9.631
H 2.727 7.326 10.410
H 2.643 6.191 9.384
O -6.344 3.363 -1.206
H -7.002 2.877 -1.714
H -6.030 4.057 -1.803
O 0.128 4.813 1.966
H 0.987 5.198 2.159
H 0.005 4.190 2.693
O -6.082 -1.880 7.794
H -6.125 -1.851 6.833
H -5.904 -2.802 8.002
O 2.789 -0.008 4.387
H 2.589 -0.009 3.442
H 2.963 -0.930 4.599
O -4.842 5.447 -2.799
H -4.723 5.918 -1.967
H -4.207 4.718 -2.765
O 3.383 -2.900 5.781
H 3.803 -3.767 5.793
H 2.843 -2.887 6.576
O -4.722 -6.757 -3.579
H -5.287 -7.375 -4.052
H -4.424 -6.128 -4.250
O 5.884 -4.309 6.788
H 6.133 -3.752 7.531
H 6.680 -4.373 6.251
O 2.937 7.535 0.376
H 3.806 7.915 0.533
H 2.741 7.048 1.182
```

Kohn-Sham gap = 0.2680 hartree
HOMO = -8.66 eV


[5]
Entry from OMol25: a 2-piece molecular cluster, C3H3Cl2NO overall at a distorted geometry (the ωB97M-V functional and the def2-TZVPD basis).

Geometry as XYZ:
```
10
C3H3Cl2NO the ωB97M-V functional and the def2-TZVPD basis
C 2.224 0.111 -0.583
C -0.510 0.956 -0.629
C -1.166 -0.046 0.281
N 2.097 -0.476 0.374
O -1.030 1.878 -1.187
Cl -2.925 -0.013 0.776
Cl -0.965 -1.607 -0.596
H 0.395 0.581 -0.579
H -0.671 -0.131 1.164
H 2.552 -1.253 0.978
```

Spin multiplicity = 3
Energy above the lowest of the compared OMol25 structures with the same formula, charge and spin = 87.6 kJ/mol
Kohn-Sham gap (spin up / spin down) = 0.2623 / 0.2904 hartree
HOMO (spin up / spin down) = -6.71 / -10.86 eV


[6]
Entry from OMol25: C8H25BHoNO2P as an isolated structure at a distorted geometry (the ωB97M-V functional and the def2-TZVPD basis).

Geometry as XYZ:
```
39
C8H25BHoNO2P the ωB97M-V functional and the def2-TZVPD basis
Ho -0.460 -0.441 -0.124
H 3.925 -1.230 -0.176
H -2.400 -0.516 -0.813
P 0.152 1.862 -1.916
C 1.591 2.922 -2.150
H 1.412 3.644 -2.953
H 1.779 3.455 -1.210
H 2.464 2.301 -2.384
C 0.038 0.807 -3.376
H -1.003 0.578 -3.646
H 0.485 1.360 -4.218
H 0.598 -0.134 -3.254
C -1.275 2.954 -1.847
H -1.450 3.268 -0.812
H -1.075 3.834 -2.468
H -2.174 2.450 -2.205
C -2.496 0.441 -0.037
O -3.348 1.214 0.345
H -2.890 -2.414 -1.474
H -2.253 -1.513 -2.622
H 0.155 -1.859 -1.962
H -0.670 -2.874 -0.260
B -0.764 -2.449 -1.411
N -2.098 -1.824 -1.677
H 4.312 -1.548 -0.694
H 0.613 1.348 -0.581
C 0.663 -0.629 4.292
C 0.898 -2.091 3.878
C 0.437 -2.228 2.423
O 0.036 -0.886 1.998
C 0.150 0.113 3.063
H -0.062 -0.567 5.103
H 1.579 -0.175 4.661
H 0.352 -2.785 4.521
H 1.955 -2.358 3.966
H 1.244 -2.572 1.755
H -0.437 -2.889 2.326
H -0.842 0.548 3.218
H 0.860 0.883 2.723
```

Spin multiplicity = 6
Charge = +2
Energy above the lowest of the compared OMol25 structures with the same formula, charge and spin = 188.6 kJ/mol
Kohn-Sham gap (spin up / spin down) = 0.2086 / 0.2412 hartree
HOMO (spin up / spin down) = -13.02 / -14.27 eV


[7]
Entry from OMol25: one molecule with the formula C3H7N3O (the ωB97M-V functional and the def2-TZVPD basis).

Geometry as XYZ:
```
14
C3H7N3O the ωB97M-V functional and the def2-TZVPD basis
H 0.584 -3.018 -1.560
N 0.915 -2.089 -1.306
C 0.149 -1.200 -1.774
N 0.410 0.168 -1.455
C -0.403 0.480 -0.337
O -1.574 0.149 -0.299
N 0.231 1.083 0.705
C -0.419 1.071 2.001
H -0.754 -1.368 -2.361
H 1.403 0.271 -1.266
H 1.214 1.290 0.653
H -0.972 0.132 2.108
H -1.124 1.901 2.107
H 0.339 1.127 2.785
```

Energy above the lowest of the compared OMol25 structures with the same formula, charge and spin = 68.4 kJ/mol
Kohn-Sham gap = 0.3963 hartree
HOMO = -9.87 eV


[8]
Entry from OMol25: one molecule with the formula C3H4N2O (the ωB97M-V functional and the def2-TZVPD basis).

Geometry as XYZ:
```
10
C3H4N2O the ωB97M-V functional and the def2-TZVPD basis
C 1.646 1.935 -0.339
C 0.944 0.839 -0.110
N 0.331 -0.217 -0.034
C -1.013 -0.695 -0.067
N -1.199 -1.896 0.558
O -1.860 -0.168 -0.757
H 2.517 2.260 0.229
H 1.301 2.516 -1.197
H -0.541 -2.274 1.221
H -2.125 -2.299 0.497
```

Energy above the lowest of the compared OMol25 structures with the same formula, charge and spin = 150.4 kJ/mol
Kohn-Sham gap = 0.3546 hartree
HOMO = -8.85 eV


[9]
Entry from OMol25: one molecule with the formula C15H18N2O4S at a distorted geometry (the ωB97M-V functional and the def2-TZVPD basis).

Geometry as XYZ:
```
40
C15H18N2O4S the ωB97M-V functional and the def2-TZVPD basis
C 3.991 1.233 1.129
O 2.574 1.291 1.063
C 2.065 2.278 0.317
O 2.734 3.085 -0.289
C 0.606 2.267 0.299
C -0.321 1.436 0.898
C -1.584 1.880 0.481
S -3.118 1.030 0.759
O -3.135 0.499 2.084
O -4.203 1.865 0.341
N -2.989 -0.235 -0.352
C -3.322 0.166 -1.698
C -1.829 -1.009 -0.141
C -1.753 -1.784 1.010
C -0.597 -2.489 1.285
C 0.500 -2.450 0.435
C 1.751 -3.202 0.772
C 0.417 -1.692 -0.735
C 1.581 -1.611 -1.675
C -0.743 -0.984 -1.011
C -1.396 2.954 -0.364
N -0.073 3.182 -0.458
H 4.391 2.160 1.545
H 4.414 1.087 0.132
H 4.230 0.392 1.774
H -0.120 0.620 1.559
H -4.309 0.621 -1.656
H -3.349 -0.716 -2.336
H -2.619 0.899 -2.113
H -2.589 -1.800 1.687
H -0.545 -3.082 2.187
H 2.595 -2.519 0.855
H 1.639 -3.731 1.714
H 1.987 -3.928 -0.006
H 2.442 -1.173 -1.172
H 1.339 -1.000 -2.541
H 1.869 -2.603 -2.021
H -0.788 -0.395 -1.914
H -2.132 3.550 -0.863
H 0.390 3.909 -0.984
```

Energy above the lowest of the compared OMol25 structures with the same formula, charge and spin = 137.1 kJ/mol
Kohn-Sham gap = 0.3351 hartree
HOMO = -8.56 eV


[10]
Entry from OMol25: C20H21Br2CuN7Se as an isolated structure at a distorted geometry (the ωB97M-V functional and the def2-TZVPD basis).

Geometry as XYZ:
```
52
C20H21Br2CuN7Se the ωB97M-V functional and the def2-TZVPD basis
Cu 0.856 1.336 -0.933
N -1.488 5.104 -0.932
C -0.666 4.135 -1.331
N -0.259 3.164 -0.571
C -0.702 3.106 0.754
N -0.201 2.244 1.591
N 0.707 1.423 1.052
C 1.659 0.903 1.721
C 2.656 0.151 0.955
C 3.728 -0.489 1.564
C 4.680 -1.108 0.768
C 4.521 -1.095 -0.609
C 3.417 -0.446 -1.144
N 2.517 0.175 -0.388
C -1.697 4.058 1.206
C -2.273 4.002 2.479
C -3.167 4.973 2.871
C -3.480 6.029 2.013
C -2.923 6.104 0.753
C -2.045 5.106 0.345
H -1.736 5.849 -1.565
H -0.323 4.165 -2.358
H 1.777 1.072 2.789
H 3.822 -0.475 2.642
H 5.540 -1.584 1.218
H 5.251 -1.554 -1.261
H 3.263 -0.401 -2.215
H -1.997 3.188 3.135
H -3.623 4.924 3.851
H -4.166 6.798 2.339
H -3.168 6.923 0.089
Br -0.220 0.676 -3.107
C -2.094 0.189 -2.808
Br -2.663 0.412 -0.990
H -2.190 -0.857 -3.065
H -2.692 0.821 -3.450
C -2.484 -4.556 -0.080
N -1.108 -5.006 -0.258
C -0.681 -6.295 -0.211
C 0.664 -6.291 -0.448
N 1.041 -4.998 -0.634
C 2.387 -4.526 -0.934
C -0.050 -4.201 -0.521
Se -0.084 -2.369 -0.675
H -3.119 -5.422 0.078
H -2.814 -4.022 -0.967
H -2.555 -3.892 0.779
H -1.351 -7.115 -0.016
H 1.361 -7.110 -0.492
H 3.046 -5.380 -1.059
H 2.754 -3.900 -0.123
H 2.373 -3.942 -1.850
```

Spin multiplicity = 2
Charge = +2
Energy above the lowest of the compared OMol25 structures with the same formula, charge and spin = 5.7 kJ/mol
Kohn-Sham gap (spin up / spin down) = 0.2707 / 0.1531 hartree
HOMO (spin up / spin down) = -12.74 / -12.74 eV


[11]
Entry from OMol25: C3H4CuO3 as an isolated structure at a distorted geometry (the ωB97M-V functional and the def2-TZVPD basis).

Geometry as XYZ:
```
11
C3H4CuO3 the ωB97M-V functional and the def2-TZVPD basis
C 0.674 0.924 -1.623
C 0.894 -0.297 -1.133
O 0.209 -0.839 -0.085
C 0.729 -1.900 0.533
O 0.023 -1.993 1.634
Cu -1.248 0.046 1.600
H 1.503 1.481 -2.059
H -0.355 1.205 -1.882
H 0.253 -2.802 2.109
O -1.118 1.916 0.841
H -1.564 2.260 0.065
```

Spin multiplicity = 2
Energy above the lowest of the compared OMol25 structures with the same formula, charge and spin = 501.5 kJ/mol
Kohn-Sham gap (spin up / spin down) = 0.2911 / 0.2771 hartree
HOMO (spin up / spin down) = -8.27 / -8.33 eV


[12]
Entry from OMol25: one molecule with the formula C5H10N2S at a distorted geometry (the ωB97M-V functional and the def2-TZVPD basis).

Geometry as XYZ:
```
18
C5H10N2S the ωB97M-V functional and the def2-TZVPD basis
N 0.160 2.067 0.021
N -0.377 0.742 0.018
C -1.707 0.521 -0.020
S -2.512 -0.923 -0.013
C 0.629 -0.333 0.031
C 1.709 -0.240 -1.083
C 2.689 -0.830 -0.085
C 1.758 -0.364 1.146
H -0.215 2.550 0.816
H -0.137 2.541 -0.818
H -2.156 1.490 0.060
H 0.135 -1.292 0.052
H 2.038 0.768 -1.260
H 1.498 -0.811 -2.032
H 3.696 -0.459 -0.111
H 2.717 -1.917 -0.180
H 1.704 -0.952 2.074
H 1.950 0.662 1.405
```

Energy above the lowest of the compared OMol25 structures with the same formula, charge and spin = 217.8 kJ/mol
Kohn-Sham gap = 0.3348 hartree
HOMO = -8.37 eV


no.,electronic energy (eV)
1,-9942.6110
2,-8809.5772
3,-115245.2099
4,-106963.7070
5,-31734.9441
6,-50027.4105
7,-9742.3242
8,-8202.3268
9,-37852.6335
10,-281568.7647
11,-53950.7338
12,-19160.6487